1.
Molecular formula: C28H35N3O6S
Method: DFT, ωB97M-V/def2-TZVPD

Summary:
Lowest unoccupied orbital energy, eV: -0.63
Relative energy (zero: lowest compared OMol25 entry of this formula, charge and spin), kJ/mol: 8.0

Atoms and positions in Å:
1 C -2.607 3.528 -1.800
2 C 2.443 0.139 1.467
3 C 1.832 1.331 1.081
4 C 0.366 1.468 1.108
5 C 6.037 -0.127 -1.524
6 O -0.058 2.579 1.731
7 C -2.285 -3.161 2.030
8 H -4.340 0.159 -0.584
9 N 6.403 -0.442 -0.159
10 C -6.797 -3.092 0.019
11 H -1.553 1.667 -1.875
12 H -7.430 -3.751 -0.569
13 H 7.849 -1.405 0.948
14 C -1.406 -1.141 -0.823
15 C 3.819 0.027 1.417
16 S 6.346 0.893 0.861
17 C -4.432 -1.479 0.849
18 H -3.903 -1.159 1.749
19 O 7.096 -2.192 -2.238
20 C 7.641 -1.195 -0.100
21 O -1.553 -2.081 -1.576
22 H -4.218 5.557 -2.632
23 C 4.572 1.101 0.979
24 H 8.472 -0.615 -0.527
25 H -2.607 -3.404 -0.094
26 H -5.463 -1.135 0.945
27 H -3.874 -1.420 -1.261
28 O 6.916 2.056 0.240
29 C -0.469 0.564 0.543
30 H -2.863 -3.199 2.950
31 H 1.841 -0.688 1.804
32 H -5.278 -4.593 -0.016
33 O 6.867 0.480 2.130
34 H 6.797 0.516 -1.990
35 H -6.969 -2.073 -0.319
36 H 5.082 0.401 -1.508
37 H 2.124 3.342 0.404
38 C -3.155 -3.571 0.846
39 H -4.642 6.132 -1.012
40 H 5.072 -2.020 -1.879
41 C -3.801 -0.772 -0.384
42 C 3.984 2.297 0.620
43 C -0.095 -0.527 -0.352
44 H -1.016 2.698 1.635
45 C -5.340 -3.510 -0.152
46 H 8.378 -3.051 -0.952
47 C -1.979 0.659 0.592
48 H -1.451 -3.853 2.113
49 H -2.352 0.541 1.622
50 C -2.158 2.332 -1.276
51 H -3.549 2.553 1.797
52 H -1.874 -2.162 1.907
53 H 5.722 -1.247 -3.357
54 C 7.449 -2.481 -0.905
55 C 2.607 2.418 0.682
56 C -3.272 2.827 0.787
57 C -3.716 4.026 0.257
58 H -5.012 -3.294 -1.183
59 H 6.664 -3.090 -0.434
60 C -3.852 5.695 -1.617
61 H -3.348 -4.644 0.924
62 O 1.010 -0.878 -0.702
63 H 4.614 3.109 0.293
64 H 4.324 -0.880 1.705
65 H -4.327 4.680 0.861
66 N -4.459 -2.920 0.843
67 H -3.021 6.399 -1.657
68 H -2.347 3.796 -2.813
69 C -2.486 1.971 0.027
70 C -3.390 4.393 -1.041
71 N -2.407 -0.463 -0.216
72 C 5.907 -1.441 -2.300
73 H -7.085 -3.173 1.064



2.
Molecular formula: C28H35N6SbSe4SiTc
Method: DFT, ωB97M-V/def2-TZVPD

Summary:
Total charge: +3
Lowest unoccupied orbital energy, eV: -10.03

Atoms and positions in Å:
1 H -2.912 0.435 -0.824
2 H -3.732 3.002 3.485
3 H 1.436 3.829 -3.555
4 H 2.483 0.013 -2.162
5 C -0.765 2.374 1.978
6 H 2.496 -5.315 0.262
7 C 0.786 2.912 -0.903
8 C 0.881 -3.783 -1.523
9 C 2.756 -3.568 1.534
10 H -2.369 5.005 -1.780
11 H -1.448 -1.876 -4.286
12 C 1.614 -0.343 -2.688
13 C -3.369 1.485 1.902
14 C -1.722 3.016 2.746
15 H -3.605 -0.736 0.396
16 H -0.934 -2.975 0.457
17 Se 6.233 2.904 -0.109
18 C 0.431 -0.637 3.407
19 C -0.544 -1.449 -3.856
20 H 3.243 -3.161 3.640
21 C 0.923 1.703 -0.498
22 C -1.214 -1.694 2.193
23 C 1.591 -3.348 -0.328
24 C -1.164 2.329 -3.115
25 H 3.308 -4.864 3.109
26 N 1.529 -2.142 0.305
27 H -0.599 1.450 -3.404
28 Se 2.263 4.323 -0.512
29 H 1.327 -0.056 3.374
30 N -0.126 -0.887 2.214
31 C -1.314 -1.753 4.626
32 C 2.364 -4.268 0.421
33 H -2.116 1.913 -2.752
34 H -2.624 -1.212 -2.040
35 H 0.470 -1.332 -5.701
36 H -1.402 2.881 -4.012
37 Si -0.387 3.601 -2.038
38 Se 2.781 0.673 1.130
39 H 1.180 5.442 -2.824
40 H 2.592 -0.447 -4.575
41 H -1.714 -2.647 -1.624
42 C -1.565 -2.189 0.813
43 N 2.271 -2.350 1.435
44 C -2.695 -0.103 0.075
45 H -4.372 1.180 1.754
46 Tc 0.412 -0.079 0.212
47 C -1.688 -1.574 -1.614
48 H -2.309 3.686 -0.496
49 H 0.232 2.782 1.984
50 H -0.229 -3.872 -1.349
51 H 0.299 -0.799 5.511
52 C -0.164 -1.022 4.591
53 C -1.853 -2.146 3.358
54 C -3.041 2.531 2.785
55 H 0.174 4.960 -4.101
56 C 1.693 -0.621 -4.032
57 H -1.389 3.751 3.421
58 Se 2.579 4.650 1.532
59 H 1.020 -3.188 -2.410
60 H -2.577 -2.649 0.764
61 C -2.390 0.897 1.125
62 Sb 4.141 2.593 0.756
63 N -1.072 1.257 1.204
64 H 1.287 -4.772 -1.760
65 C 0.654 4.561 -3.236
66 C 0.550 -1.139 -4.662
67 H -1.301 5.143 -0.359
68 H -1.863 -1.997 5.536
69 H -2.730 -2.796 3.252
70 N -1.538 -1.063 -0.203
71 H 2.513 -1.616 2.081
72 H 4.579 -3.659 2.650
73 C -1.733 4.425 -1.076
74 N 0.522 -0.589 -1.912
75 C 3.506 -3.824 2.805
76 C -0.549 -1.163 -2.501



3.
Molecular formula: C28H35N7
Method: DFT, ωB97M-V/def2-TZVPD

Summary:
Lowest unoccupied orbital energy, eV: 0.32
Relative energy (zero: lowest compared OMol25 entry of this formula, charge and spin), kJ/mol: 1486.7

Atoms and positions in Å:
1 C -2.939 -1.663 5.662
2 H 2.793 -6.184 -5.672
3 N 2.718 -6.054 -3.543
4 H 3.494 -6.731 -3.273
5 C -2.984 -0.544 4.715
6 C -4.150 3.415 -0.445
7 H -0.089 -5.691 2.871
8 C -0.139 1.148 -0.578
9 C -3.513 3.017 -1.731
10 H -5.550 5.330 -0.272
11 H 0.927 3.102 -4.337
12 H -5.647 5.369 -3.052
13 C -5.104 4.683 -2.314
14 H -1.745 -0.523 2.738
15 H -0.122 2.204 -0.670
16 N 1.830 5.666 1.300
17 N -1.359 -2.207 4.101
18 H 2.085 0.505 -4.682
19 C 3.496 1.122 -3.004
20 C 0.992 4.138 2.832
21 C 0.901 -4.450 -3.298
22 C 1.414 -2.776 2.138
23 H -4.161 3.044 0.424
24 H 0.734 -4.539 -5.599
25 H 2.803 5.357 3.317
26 H 4.011 2.138 -1.112
27 C 0.161 4.035 1.631
28 C 1.160 -4.690 -4.780
29 C 0.564 -0.972 -1.402
30 C 1.296 -4.207 4.018
31 H 2.330 3.887 -1.894
32 C 0.426 -4.807 2.960
33 H 0.865 3.558 3.683
34 C 2.125 5.060 2.544
35 C 2.295 -5.776 -4.828
36 H 1.329 -1.621 -1.800
37 H 1.572 0.769 -1.764
38 C 2.507 3.021 -2.387
39 C -5.048 4.550 -0.831
40 H -3.687 0.210 4.626
41 C 1.916 -5.314 -2.615
42 C -1.889 -2.620 5.272
43 C 1.696 2.543 -3.585
44 C 0.457 -3.943 1.759
45 N 3.366 1.975 -1.983
46 H 2.195 -5.206 -1.573
47 H 0.249 -3.746 -3.166
48 C 0.671 5.162 0.678
49 H 4.391 0.285 -2.780
50 H 1.630 -1.879 1.683
51 H -2.132 0.227 0.404
52 C -1.220 0.132 0.012
53 H -1.682 -3.556 5.636
54 C 2.282 1.247 -3.928
55 H -1.240 -2.239 -0.605
56 H -0.647 -2.669 3.516
57 H -3.695 -1.812 6.473
58 C -0.754 -1.226 -0.652
59 N 0.738 0.405 -1.292
60 H 2.597 6.274 0.754
61 C -1.914 -0.950 3.583
62 H 0.361 5.647 -0.277
63 H -3.942 3.811 -3.759
64 H 2.469 -2.469 3.900
65 H 1.642 -4.542 5.027
66 N 1.717 -3.022 3.454
67 H -0.718 3.245 1.570
68 H -2.780 2.509 -2.004
69 H -0.151 -3.893 0.977
70 N -4.200 3.732 -2.771



| no. | highest occupied orbital energy (Ha) | HOMO-LUMO gap (hartree) |
| --- | --- | --- |
| 1 | -0.308 | 0.284 |
| 2 | -0.595 | 0.227 |
| 3 | -0.263 | 0.275 |